Computed, not measured: a structure of composition C7H23NO3PZr in a non-equilibrium geometry, with ωB97M-V with the def2-TZVPD basis set.

The geometry in XYZ format:
```
36
Properties=species:S:1:pos:R:3:forces:R:3
Zr 0.70403 0.13009 -0.59144 1.269 -0.135 -1.699
H -2.57524 0.95011 4.15918 0.268 0.013 0.079
H 2.57262 2.13090 3.75562 0.198 -0.178 -0.197
H -1.02353 0.10105 4.41178 -0.157 0.351 -0.101
C -0.04759 4.61211 3.00720 -0.181 0.115 0.261
O 2.49584 2.24034 1.70516 -1.028 -0.444 -1.437
H 0.49180 5.35020 1.05830 0.113 -0.210 0.065
P 1.01185 1.82532 1.11891 0.102 2.328 3.771
O 0.34573 1.32648 2.56862 -1.145 0.023 -1.549
C -1.15341 1.23231 2.57790 0.927 0.126 0.356
H 0.10245 -2.45355 0.44367 -0.192 -0.148 -0.167
C 4.56344 2.08588 2.85330 -0.159 -0.151 -0.384
H 5.06143 1.50425 2.06464 0.019 0.241 0.228
H 4.61781 3.14986 2.58232 0.145 -0.298 0.214
H -1.12241 1.87715 4.64344 -0.150 -0.346 -0.228
H -1.51088 0.39686 1.94494 0.406 0.316 0.362
C -0.75169 -1.52244 -3.00290 -0.837 0.286 0.995
H -1.56522 2.16080 2.14450 0.192 -0.343 0.356
H -1.11093 -2.57152 -2.90279 0.771 0.637 0.380
H -0.73830 -0.94512 -1.94237 -0.157 -1.507 -2.439
H 0.12688 -1.43756 -3.66140 0.007 -0.068 0.795
H 0.21271 3.80685 3.71026 -0.077 0.235 -0.255
H 2.92491 0.60988 2.90722 0.177 0.141 0.095
C -1.48562 1.02952 4.04085 -0.347 0.047 0.007
H -1.12883 4.57479 2.79527 0.378 0.045 0.158
H 5.08158 1.90908 3.80426 -0.265 0.048 -0.219
H 1.81162 4.46632 1.89085 -0.321 0.083 -0.090
H -1.56508 -1.07847 -3.57979 0.033 0.450 0.284
H -0.94307 0.06053 -0.01207 -1.118 0.269 0.079
N 0.63474 -1.68145 0.83046 0.364 -0.842 0.387
C 0.72840 4.50992 1.71872 -0.021 -0.297 0.072
C 3.09372 1.69343 2.89123 -0.066 0.059 0.534
H 0.18437 5.57413 3.47699 -0.121 -0.149 0.034
H 0.19605 -1.51094 1.73403 0.129 0.346 -0.020
H 1.53781 -2.10886 1.05855 -0.084 0.203 0.050
O 0.31407 3.32101 0.99352 0.929 -1.245 -0.779
```
Positions in Å, forces in eV/Å.

Charge: +1
Relative energy (zero: lowest compared OMol25 entry of this formula, charge and spin) (kcal/mol): 0.0
Electronic energy (hartree): -949.03945
Highest occupied orbital energy (spin up / spin down) (eV): -9.77 / -9.75
Gap between HOMO and LUMO (spin up / spin down) (eV): 5.75 / 5.74
Molar mass (g mol⁻¹): 291.5
LUMO level (spin up / spin down) (eV): -4.019 / -4.010

natural (NBO) atomic charge list, values in e, 4 entries:
1 Zr 1.0817
2 H 0.2251
3 H 0.1912
4 H 0.2122

=====

Computed, not measured: a structure of composition C24H60F6K2N3O28P4S6 in a non-equilibrium geometry, with ωB97M-V with the def2-TZVPD basis set.

The geometry in XYZ format:
```
133
Properties=species:S:1:pos:R:3:forces:R:3
C 5.02467 -0.12381 -5.56620 -1.112 -1.778 -0.422
P 4.70169 0.50534 3.81436 -0.022 0.199 0.395
S -6.77501 2.79680 3.70560 -2.035 -4.739 -4.889
H 1.47772 -4.79853 -1.91089 -0.248 -0.554 -0.105
P 3.54348 1.38724 -4.06560 0.274 -0.202 0.525
H 2.87930 -5.23229 -2.89719 0.046 0.067 0.019
H 8.03445 -1.13949 4.90824 0.499 -0.001 0.345
H 2.75594 -3.22339 -4.07377 -0.355 0.117 -0.275
C 2.38217 -3.27394 1.52141 0.544 0.243 -0.584
C -8.00105 -0.29243 0.65710 -0.353 -0.135 -0.676
O -6.96879 1.46055 4.18919 0.158 0.789 0.681
O 3.88282 -0.06157 -4.68648 -0.331 1.107 0.464
H 1.17251 -2.71639 -3.59136 -0.288 -0.056 0.661
O -6.68981 3.41686 6.69759 -0.242 0.193 -1.414
H 7.01176 3.24440 5.72534 -0.071 0.209 0.077
C -5.94372 -5.69964 -1.85442 0.524 0.546 0.626
H 5.79560 0.62478 -5.40169 -0.257 0.211 0.179
H 1.25954 -0.07186 4.34893 0.409 -0.521 0.080
O 2.08270 5.08134 -0.66378 0.332 0.300 -0.023
O -0.35327 1.09228 2.03444 -0.417 -0.317 -0.170
H -4.11288 -6.74645 -1.97523 0.447 0.065 0.308
H -8.20357 -0.49799 1.70602 0.008 -0.044 -0.008
H 6.49965 -1.66850 -5.94245 0.203 0.099 0.382
O 2.82903 -2.66335 -2.21715 -1.243 0.683 0.866
C 5.54071 -1.55733 -5.42972 0.201 0.391 -0.568
H -6.44443 -0.78885 -0.84856 -0.349 0.559 0.040
C 2.03962 -3.27614 -3.24660 2.066 -1.086 -1.100
K -3.68818 4.64344 2.56389 -0.123 0.226 -0.604
H -0.46760 -1.54309 -2.41075 0.915 -0.236 -0.142
H 3.57636 4.34965 -5.01727 0.043 -0.225 0.298
O 2.89233 -2.95940 0.21586 -0.504 -0.021 -0.970
H 5.11539 3.13361 3.36343 -0.184 -0.362 0.042
F 5.15159 7.25388 1.69066 -0.724 -0.321 0.220
O -7.11795 -2.48883 0.01158 0.020 -1.466 -0.103
H 2.06465 0.52308 2.88170 0.491 -0.576 0.011
S -1.21926 2.12129 1.57683 4.518 1.852 0.032
C -1.69920 -2.69682 -1.09818 -0.420 -0.712 0.592
H 5.57898 -1.82558 -4.37677 0.199 -0.194 -0.069
H 4.52973 -0.10150 -6.54135 0.739 0.789 -0.313
O 1.73795 4.51150 1.65906 0.248 0.731 1.056
C 3.55958 3.87146 -7.10055 -0.883 -0.275 0.326
C -6.82462 -1.07815 0.13297 0.970 0.219 -0.375
H 7.53908 2.73374 4.19977 -0.016 0.449 -0.693
S -6.46654 4.26735 5.56005 2.028 3.092 2.815
H 4.88336 -2.21628 -5.99844 -0.257 -0.126 0.428
H 0.82882 2.06669 -4.92164 1.044 0.605 0.171
H 2.61995 -5.36040 0.96063 0.244 0.171 0.070
H 5.87328 -2.27006 5.39976 0.567 -0.104 -0.727
N -5.53920 3.52706 4.34162 -2.122 1.947 1.949
C 0.88776 1.73624 -3.87879 -2.626 -0.343 -0.889
C 2.09053 0.52360 3.97210 -0.911 1.616 -0.261
H 0.96573 -4.78636 1.01620 -0.069 -0.158 0.181
H 4.70832 3.52324 5.05589 -0.028 0.044 -0.204
P -6.76044 -3.27688 -1.32862 0.683 0.898 0.678
O -2.61037 -0.26378 1.01360 0.809 1.162 0.755
O 3.32748 0.12709 4.56433 0.461 -0.820 -0.428
C 5.39120 2.97306 4.40567 0.561 0.447 0.277
O 3.28983 2.30774 -5.33992 -0.790 -0.512 -0.194
H 0.87605 3.50778 -2.44074 0.170 0.332 -0.907
O -7.94810 3.50825 3.27574 0.954 0.428 1.218
H 0.24803 2.08253 -1.92576 0.417 -0.242 -0.075
F 3.13745 3.18749 0.38174 0.115 0.738 -0.247
S -3.35985 0.89874 1.38436 -3.812 -1.826 -0.448
O 5.33451 1.58981 4.82565 -0.413 -0.889 -1.025
N -2.63660 2.14336 2.29167 -1.719 -2.411 -1.806
H -8.25364 -2.38929 -4.01351 -0.113 0.231 0.383
H -7.35505 -3.83824 -3.91221 0.216 0.007 0.408
H 3.22436 -3.12136 2.19823 -0.083 0.047 0.035
C -4.45968 -5.81430 -1.52678 -0.033 0.531 -0.967
S 2.65640 4.69805 0.58644 0.369 -3.278 -2.807
O -1.16605 2.56191 0.21501 -0.865 -0.500 0.759
F -6.09493 2.51222 2.29075 0.686 0.361 -0.144
H 5.30291 -1.01205 6.18033 -0.329 1.378 -0.576
O -5.63879 -2.75672 -2.11961 0.058 0.027 -0.155
H 1.60007 -2.55303 1.76680 -0.122 -0.216 0.216
H -3.94391 -4.95759 -1.96705 0.031 -0.179 -0.319
H 1.88219 -5.06850 2.54672 -0.256 -0.167 -0.094
O 2.23798 -0.64117 -0.65812 -0.457 -0.810 -0.503
H 4.99618 3.39583 -5.51250 0.006 0.221 0.016
O -7.36478 5.34244 5.22906 0.563 -1.751 -0.212
H -1.58176 -3.74407 -1.39510 0.239 0.207 -0.739
O -6.52053 -4.78972 -0.88159 -1.082 0.366 0.209
H 1.27978 -5.31013 -3.64418 -0.178 0.061 0.104
H 0.87923 2.40524 4.10235 0.019 -0.451 -0.819
H -0.58243 -0.94190 -0.75335 0.607 0.161 -0.027
O 4.62563 1.86838 -3.19977 -0.592 0.043 -0.248
C 6.81865 3.40997 4.65801 -0.242 -0.199 1.248
O -4.33178 1.28958 0.39097 1.177 1.059 1.114
F -5.19531 5.14262 6.04385 0.458 -0.225 0.025
O 3.96355 5.87328 3.25364 0.048 -0.234 -0.355
H -9.29161 -4.81630 -4.75193 0.009 0.575 -0.421
C -0.44690 -1.83415 -1.36186 -2.564 -0.805 1.193
H 0.19335 0.88750 -3.98133 -0.057 0.019 0.467
H 1.73917 2.04926 5.47366 0.666 -0.210 0.111
F -0.67098 3.38331 2.40911 -0.644 0.313 0.076
H 7.57643 0.21256 5.98127 -0.003 -0.002 0.047
C 5.99923 -1.17793 5.34544 0.183 -1.793 1.908
H -7.83525 0.77725 0.52604 0.279 -0.015 0.165
H -9.53632 -4.93954 -3.08367 -0.348 0.171 0.111
H -8.88303 -0.51877 0.05332 -0.085 -0.114 0.160
C 7.43583 -0.84507 5.77083 -1.122 -0.148 -0.924
C -9.44179 -4.18873 -3.87530 0.061 -0.454 1.135
H -4.21423 -5.68633 -0.47486 -0.434 -0.685 0.194
H -1.91540 -2.86174 -0.03681 0.419 0.636 0.196
C 1.83688 1.95960 4.38305 -0.666 0.891 1.081
F -4.30852 0.32760 2.56134 0.661 0.672 0.092
O 0.62009 -2.66626 -0.87453 0.738 0.487 -0.688
H -2.65084 -2.32673 -1.48325 0.268 0.252 -0.383
C 0.29179 2.68220 -2.85085 0.239 -0.957 2.509
K -2.93570 2.49740 5.10567 -0.050 -0.445 0.025
C 1.89173 -4.77539 -2.91882 -0.313 1.017 0.292
H 3.66741 2.99198 -7.73537 0.318 0.103 -0.091
P 2.11552 -2.08649 -0.89060 1.392 0.562 0.968
H 2.59791 2.65744 4.03584 0.070 -0.103 -0.066
H -5.96638 -0.95216 0.79400 -0.065 -0.288 0.132
O -8.14327 -3.16751 -2.08601 -0.694 -0.226 -0.222
N 4.18254 5.34545 0.78866 -2.601 -2.489 -1.213
C -8.23786 -3.34858 -3.49439 0.516 -0.327 -1.418
H -10.33900 -3.57544 -3.91441 -0.158 -0.275 -0.162
C 3.92223 3.53286 -5.65241 0.693 0.564 -0.568
H 7.61336 -1.46353 6.64910 0.442 0.107 0.001
H -6.44146 -6.66768 -1.80774 -0.248 0.164 0.397
C 1.93514 -4.71935 1.51300 -0.425 0.220 0.237
O 5.64569 -0.78683 4.04574 -0.948 1.322 -0.093
H -0.77665 2.90527 -2.82162 0.056 0.305 -1.291
O 4.53758 0.89893 2.41554 0.289 -0.245 0.561
H 2.49253 4.11289 -7.11507 -0.036 -0.074 -0.032
O 2.70672 7.20884 1.64365 0.818 -0.616 -0.037
S 3.82244 6.31146 1.88933 1.327 5.150 3.526
H 6.92904 4.48059 4.48682 0.305 -0.178 -0.442
O 2.08479 1.14242 -3.46593 1.946 0.203 -0.255
H -6.11568 -5.29212 -2.85041 0.234 -0.107 -0.087
H 4.04432 4.74816 -7.52578 0.429 -0.138 0.205
```
Positions in Å, forces in eV/Å.

Charge: -1
Relative energy (zero: lowest compared OMol25 entry of this formula, charge and spin) (kcal/mol): 94.8
Electronic energy (hartree): -8775.48535
Highest occupied orbital energy (eV): -6.64
Gap between HOMO and LUMO (eV): 6.75
Molar mass (g mol⁻¹): 1347.2
LUMO level (eV): 0.112

Löwdin atomic charge list, values in e, 4 entries:
1 C -0.2636
2 P 0.4532
3 S 0.4111
4 H 0.0581

=====

Computed, not measured: the molecule C18H23N3O7S, with ωB97M-V with the def2-TZVPD basis set.

The geometry in XYZ format:
```
52
Properties=species:S:1:pos:R:3:forces:R:3
H -2.52300 2.27245 2.60273 -0.030 -0.173 -0.068
H -1.96995 3.43082 0.80945 0.030 -0.117 -0.135
C 4.55062 1.15469 -0.66516 0.019 -0.136 0.008
H 4.98161 2.12225 -0.87521 0.035 0.098 -0.035
H -4.01433 0.86452 -3.28924 -0.043 0.025 -0.143
S 0.93051 -0.32965 0.27957 0.402 -0.292 0.235
H -1.57218 -3.34427 0.10633 -0.096 -0.019 -0.152
C -3.99165 0.66608 -2.22039 0.285 -0.136 0.038
C -2.38462 1.29523 2.12578 -0.191 0.118 0.032
H -4.56360 1.43629 -1.70835 -0.046 0.089 0.058
O -0.05369 2.68568 2.39439 -0.014 0.072 0.016
H -3.14053 0.58334 2.45942 0.107 0.207 -0.090
O 0.36721 -1.49043 -0.34321 0.167 -0.255 0.114
O -2.64033 -1.85042 -0.80983 -0.111 0.253 -0.187
O -1.27435 4.02416 -1.43923 0.256 0.440 -0.018
H -4.44639 -0.30133 -2.03112 -0.121 -0.116 -0.003
H 7.19313 -0.74435 -1.47586 0.073 -0.031 -0.048
C -2.39573 1.43736 0.62416 -0.279 -0.819 -0.067
C -2.45464 -3.23543 -0.53142 0.026 -0.490 0.284
O -2.28335 -1.37932 1.35426 -0.046 -0.181 0.048
H 1.28655 0.35981 3.74454 0.023 0.041 -0.110
C 3.19828 1.05187 -0.38734 -0.126 0.132 -0.014
N -2.23561 2.71131 0.14737 0.052 0.145 0.126
C -2.46425 -1.00287 0.21471 -0.165 0.133 0.283
C -1.75226 2.95302 -1.14410 -0.260 0.126 -0.052
H -3.52047 -4.92159 0.26176 -0.010 -0.140 0.008
C -3.67899 -3.85504 0.12937 0.231 0.311 -0.135
C -2.50300 0.39161 -0.22744 -0.031 0.371 -0.086
H 2.05202 1.12187 2.32649 -0.083 0.112 0.202
C 4.78948 -1.21896 -0.41030 -0.171 0.026 0.022
H -2.26151 -3.68998 -1.50535 0.024 0.059 0.116
H -4.55989 -3.70110 -0.48994 -0.091 -0.042 -0.051
C -2.54276 0.66097 -1.71229 -0.403 -0.138 0.015
N 1.03079 -0.63788 1.93595 0.056 -0.168 -0.875
C 5.35987 0.02312 -0.67903 -0.099 0.085 -0.017
H 5.41052 -2.10248 -0.42249 0.047 -0.101 -0.013
H 2.97569 -2.28142 0.07261 0.035 -0.197 0.031
O 0.29901 0.94148 0.04778 0.617 0.058 -0.056
H -3.84524 -3.39874 1.10156 -0.030 -0.025 0.056
H 0.20615 -1.15759 2.21547 -0.224 -0.155 -0.135
H 7.04053 1.01830 -1.55803 0.065 0.039 -0.048
H -1.51538 2.06539 -2.91910 0.003 0.145 0.128
C 6.82611 0.13811 -0.95773 0.019 0.004 0.061
N -1.90356 1.92886 -1.99986 0.256 -0.267 -0.269
C -0.05976 1.49038 2.49946 0.343 0.347 0.506
C 2.65798 -0.19120 -0.12347 -0.531 0.131 0.129
C 3.43976 -1.33012 -0.13089 0.077 -0.156 -0.019
H 7.37370 0.22786 -0.01927 0.095 0.009 0.021
H 2.55002 1.91431 -0.38106 -0.021 0.162 -0.014
H -1.98500 -0.12877 -2.22683 -0.051 0.190 0.079
C 1.16572 0.59446 2.68372 -0.069 0.403 -0.009
O -1.14927 0.72737 2.54662 0.002 -0.177 0.234
```
Positions in Å, forces in eV/Å.

Charge: 0
Relative energy (zero: lowest compared OMol25 entry of this formula, charge and spin) (kcal/mol): 0.0
SMILES string: CCOC(=O)C1=C(COC(=O)CNS(=O)(=O)c2ccc(C)cc2)NC(=O)N[C@@H]1C
Electronic energy (hartree): -1788.90488
Highest occupied orbital energy (eV): -8.44
Gap between HOMO and LUMO (eV): 8.98
Molar mass (g mol⁻¹): 425.5
LUMO level (eV): 0.533

natural (NBO) atomic charge list, values in e, 4 entries:
1 H 0.2014
2 H 0.4301
3 C -0.2375
4 H 0.2182